Entry 1:
{
  "formula": "C8H30BHfO20",
  "method": "ωB97M-V/def2-TZVPD",
  "elements": ["Hf", "O", "C", "O", "B", "O", "C", "O", "O", "C", "O", "C", "O", "O", "C", "C", "O", "H", "H", "H", "H", "H", "C", "C", "O", "H", "H", "H", "H", "H", "O", "H", "H", "O", "H", "H", "O", "H", "H", "O", "H", "H", "O", "H", "H", "O", "H", "H", "O", "H", "H", "O", "H", "H", "O", "H", "H", "O", "H", "H"],
  "positions_angstrom": [[36.540, -5.872, -0.432], [40.345, -2.358, 4.803], [39.441, -1.527, 4.720], [39.559, -0.332, 4.274], [38.302, 0.417, 4.357], [37.334, -0.570, 4.976], [37.921, -1.752, 5.211], [37.405, -2.812, 5.597], [37.794, 1.017, 3.168], [37.822, 2.352, 3.267], [37.566, 3.265, 2.485], [38.133, 2.693, 4.700], [38.445, 1.572, 5.285], [37.945, 3.772, 5.208], [36.812, -1.419, 0.940], [37.745, -2.631, 0.976], [37.383, -3.693, 0.193], [36.581, -1.234, -0.109], [37.287, -0.514, 1.319], [35.871, -1.592, 1.461], [37.716, -2.947, 2.019], [38.779, -2.306, 0.862], [41.941, -4.363, 1.233], [42.006, -5.872, 0.901], [41.618, -6.125, -0.417], [42.368, -4.190, 2.220], [40.956, -4.022, 1.553], [42.340, -3.713, 0.454], [41.401, -6.418, 1.625], [43.008, -6.258, 1.091], [42.008, -1.023, 2.113], [42.220, -0.248, 1.593], [41.179, -1.336, 1.751], [40.383, -3.510, -1.489], [39.591, -3.104, -1.136], [41.098, -2.961, -1.166], [37.342, -2.019, -2.907], [37.279, -1.186, -3.373], [37.442, -1.772, -1.987], [33.666, -1.417, 3.335], [33.011, -0.938, 3.842], [33.662, -0.992, 2.477], [39.879, 0.914, 1.209], [40.428, 1.661, 1.448], [39.234, 0.854, 1.914], [39.294, -0.051, -1.327], [38.655, 0.541, -1.724], [39.357, 0.239, -0.417], [35.803, -5.584, 1.856], [35.726, -4.733, 2.287], [35.550, -6.217, 2.529], [35.472, -3.627, 3.781], [36.275, -3.513, 4.288], [35.045, -2.771, 3.813], [39.391, -4.696, 3.581], [39.829, -4.557, 2.741], [39.461, -3.854, 4.031], [34.351, -2.006, -1.702], [34.063, -1.404, -1.017], [34.266, -1.505, -2.514]],
  "forces_ev_per_angstrom": [[1.3876, 5.8556, 3.8065], [-1.8168, 1.1245, -0.4433], [0.8601, -2.6336, 1.4416], [0.0152, 0.9954, -0.9859], [-0.5274, 0.5087, 2.7864], [0.4105, -1.4458, -0.0237], [-0.5278, -0.4470, -0.4372], [1.4855, 2.8805, -0.9859], [0.0162, -0.1826, -2.2642], [-0.9451, 3.9358, -0.9439], [0.5062, -3.4262, 0.6164], [-0.9107, 1.4257, 0.9906], [0.7188, -1.4313, 0.7794], [0.6386, -1.0803, -0.5260], [0.0043, -0.1556, -1.2185], [-0.3859, 1.0347, 2.5372], [-1.8246, -5.3333, -2.8841], [-0.1999, 0.2141, -0.0760], [0.0239, -0.2125, 0.2045], [0.1249, -0.1304, 0.1184], [0.1419, -0.3781, 0.4111], [0.2945, -0.0895, -0.7622], [-1.6335, 1.6309, 1.1603], [1.9382, -1.2499, -3.6480], [0.0435, 0.9674, 3.5653], [1.1570, -0.5924, -0.0578], [-0.3768, -0.0130, -1.1299], [0.1256, -0.4837, 0.1131], [-1.4035, 0.0470, 0.4111], [0.2008, -0.0062, -0.2931], [0.4228, -0.6763, 0.0804], [-0.0215, 0.2410, -0.1381], [-0.3488, 0.3005, 0.0208], [0.2819, -0.6961, 0.0242], [-0.4650, 0.2741, 0.0086], [0.1827, 0.4076, -0.1745], [-0.1282, -0.4600, -0.1520], [0.0958, 0.1622, -0.1940], [0.0968, 0.1575, 0.2592], [0.1965, -0.2586, -0.0995], [-0.1428, 0.0962, 0.3086], [0.0259, 0.1508, -0.1886], [0.2299, -0.3059, -0.3687], [0.1672, 0.3028, -0.0866], [-0.4210, -0.0584, 0.3238], [-0.1930, -0.7524, -0.4965], [-0.0431, 0.2334, -0.1467], [0.2669, 0.4978, 0.6466], [0.6996, -1.5627, -2.8857], [-0.0452, 1.9956, 1.0563], [-0.1489, -0.5477, 0.2602], [0.0298, -0.9540, -1.1094], [0.4874, 0.0121, 0.6728], [-0.6145, 0.5336, -0.0775], [-0.3894, -0.9282, -0.6460], [-0.1061, 0.0750, 0.0232], [0.3649, 0.5196, 0.7364], [0.0951, -0.3058, 0.2084], [-0.1432, 0.1534, 0.1675], [0.0261, 0.0644, -0.2955]],
  "e_tot_ha": -1899.9985,
  "lumo_ha": -0.370,
  "charge": 1,
  "orbital_gap_ev": 1.47,
  "homo_energy_ev": -11.54
}

---

Entry 2:
{
  "formula": "C8H30IN2O6",
  "method": "ωB97M-V/def2-TZVPD",
  "elements": ["I", "C", "C", "C", "O", "C", "N", "H", "H", "H", "H", "H", "H", "H", "H", "H", "H", "H", "C", "C", "C", "O", "C", "N", "H", "H", "H", "H", "H", "H", "H", "H", "H", "H", "H", "O", "H", "H", "O", "H", "H", "O", "H", "H", "O", "H", "H"],
  "positions_angstrom": [[1.308, -0.364, 1.355], [-4.581, -1.219, 1.148], [-3.072, -1.296, 1.079], [-2.604, -2.318, 0.035], [-3.033, -3.594, 0.458], [-2.506, -4.602, -0.368], [-2.576, 0.066, 0.798], [-4.959, -1.039, 0.138], [-4.963, -0.447, 1.817], [-5.049, -2.120, 1.559], [-2.626, -1.685, 1.998], [-1.516, -2.237, -0.078], [-3.026, -2.057, -0.952], [-1.416, -4.544, -0.411], [-2.922, -4.543, -1.382], [-2.775, -5.584, 0.022], [-2.721, 0.187, -0.211], [-1.552, 0.081, 0.817], [0.180, 4.567, -1.818], [0.600, 3.176, -1.372], [2.012, 2.769, -1.725], [2.940, 3.664, -1.173], [4.188, 3.586, -1.815], [0.344, 3.038, 0.107], [-0.789, 4.544, -2.319], [0.857, 4.967, -2.584], [0.142, 5.291, -1.008], [-0.133, 2.458, -1.745], [2.060, 2.728, -2.835], [2.268, 1.735, -1.452], [4.050, 3.732, -2.894], [4.634, 2.604, -1.644], [4.820, 4.400, -1.472], [1.202, 3.357, 0.579], [0.486, 2.042, 0.335], [4.448, -2.010, 2.169], [5.123, -1.695, 1.563], [3.624, -1.606, 1.839], [1.883, -1.213, 4.825], [1.737, -1.015, 3.882], [0.997, -1.360, 5.170], [0.755, -3.928, 1.346], [0.655, -2.965, 1.227], [0.803, -4.275, 0.450], [-0.146, -0.336, -1.892], [0.332, -0.323, -1.037], [0.515, -0.619, -2.531]],
  "forces_ev_per_angstrom": [[0.0004, -0.0602, -0.1575], [-0.6163, -0.4667, 0.4554], [0.5015, 0.0152, -0.0480], [-0.4031, 0.7574, 0.0813], [0.2582, -0.2602, -0.2361], [-0.1461, -0.2189, -0.0738], [0.4855, -0.4956, -0.8591], [-0.1944, 0.0177, 0.0696], [0.4384, 0.3709, -0.1861], [0.2583, -0.2406, -0.4517], [-0.1989, 0.4256, 0.2768], [0.0597, -0.2708, 0.1726], [-0.0956, -0.1481, 0.0119], [0.0553, 0.0429, -0.0647], [0.1050, 0.1365, -0.0839], [-0.0670, 0.1210, 0.2306], [-0.2988, 0.3432, 0.2175], [-0.1592, -0.0948, 0.5174], [0.3560, 0.3814, -0.9781], [-0.9071, -0.6182, 2.1123], [-0.3198, -0.5795, -1.2849], [0.0927, 0.4952, -0.0709], [-0.4524, 0.0228, -0.2840], [1.3501, -0.3887, 0.0463], [-0.1493, -0.0316, 0.3005], [0.1058, -0.0367, 0.1660], [0.0354, -0.1307, 0.1376], [0.4816, -0.1462, -0.6539], [0.2880, 0.4768, 0.1293], [-0.3172, 0.0683, 0.4826], [0.0899, -0.1227, -0.0803], [0.3001, 0.0182, 0.0171], [0.0824, -0.1194, 0.3276], [-0.4223, 0.6103, -0.1222], [-0.6754, 0.2201, -0.2498], [-0.0195, 0.0524, -0.1753], [-0.0430, 0.0328, 0.0055], [0.1224, -0.1186, 0.1736], [-0.0864, 0.0554, -0.0717], [0.1016, -0.0503, 0.2332], [-0.0029, -0.0030, -0.0598], [-0.2266, 0.0561, -0.1348], [0.2045, -0.1469, 0.1538], [0.0720, 0.0453, 0.0124], [0.0829, 0.0416, 0.0694], [-0.1308, -0.0556, -0.1201], [0.0044, -0.0033, 0.0464]],
  "e_tot_ha": -1181.5257,
  "de_lowest_ev": 0.000,
  "lumo_ha": 0.101,
  "charge": -1,
  "orbital_gap_ev": 8.26,
  "homo_energy_ev": -5.50
}